Computed, not measured: a 2-piece molecular cluster, C4H8N2O3 overall, with ωB97M-V/def2-TZVPD.

```
17
Properties=species:S:1:pos:R:3
C 1.75475 0.77480 -0.15826
C 0.56768 -1.33208 0.08789
N 0.47077 0.11472 0.02379
N -1.65439 0.21489 1.06688
C -0.45007 0.80477 0.80466
C -0.36440 0.65403 -1.96150
O -2.22551 -0.88126 0.41686
O -0.25001 1.91866 1.23746
O -1.15853 -0.13237 -2.19786
H -2.39324 -0.65647 -0.51835
H -2.32710 0.81573 1.52451
H 2.16364 0.49737 -1.13348
H 2.45964 0.48754 0.63372
H 1.59686 1.85052 -0.12265
H 0.53378 -1.75414 -0.92205
H -0.24146 -1.75837 0.67615
H 1.51760 -1.61831 0.54224
```

The relative energy (zero: lowest compared OMol25 entry of this formula, charge and spin) is 78.3 kcal/mol. The molar mass is 132.1 g mol⁻¹. Its HOMO-LUMO gap is 10.28 eV.